(1)
DFT (ωB97M-V with the def2-TZVPD basis set) results for 18 unconnected molecules or ions with the total composition C18H56Cl16O10.

Structure (XYZ):
```
100
Properties=species:S:1:pos:R:3:forces:R:3
C 9.78644 11.41273 8.37819 -0.6054 0.2148 0.1511
O 10.43294 10.23803 7.93435 -0.4661 -0.8874 -1.1830
H 9.03748 11.10893 9.10273 0.0212 0.3635 0.6353
H 10.56453 12.03888 8.80273 -0.2755 0.1438 0.2187
H 9.21205 11.96836 7.61315 0.6257 -0.2388 -0.1086
H 9.75303 9.67792 7.50578 0.8020 0.3599 0.3532
C 13.82985 11.38535 8.24057 -1.1449 -0.9315 -0.7780
O 13.14038 10.31461 8.94153 0.3050 0.6206 -0.1163
H 14.62123 11.77818 8.86062 -0.0541 0.0897 0.4144
H 14.30055 10.94697 7.34693 -0.1051 0.3624 0.0767
H 13.11457 12.18468 7.93005 0.5942 -0.4809 0.3183
H 12.34134 10.03013 8.45572 0.3029 0.4386 0.0947
C 11.15726 14.90154 9.19884 0.3220 -1.0079 0.5567
O 10.00019 14.39741 9.82471 -0.4310 -0.0907 0.5455
H 12.07065 14.77267 9.80705 -0.2494 -0.1494 -0.1274
H 11.22867 14.29753 8.30311 0.3996 0.1691 -0.3577
H 11.08533 15.93600 8.96330 -0.2114 0.9809 -0.4013
H 9.80023 14.88101 10.63976 0.0439 0.1790 -0.1334
C 7.12097 11.72635 15.67618 0.6562 0.9821 0.5759
O 7.72674 11.68761 16.97807 -0.5672 0.3211 -0.2081
H 7.19675 10.76702 15.23270 0.3818 -0.8658 -0.9202
H 6.07047 11.91586 15.76732 -0.6258 0.1784 0.5210
H 7.50094 12.54883 15.03736 0.1213 -0.5871 0.2362
H 8.69262 11.72681 16.94026 -0.0524 0.0966 -0.0973
C 10.43083 15.88005 12.95910 1.5209 0.8323 1.1596
O 9.24102 16.04717 12.25823 -0.7997 -0.1800 -0.1686
H 10.57127 14.82296 13.26067 0.2864 0.5588 -0.1222
H 11.25620 16.28898 12.36174 -0.0776 -0.6434 -0.1886
H 10.47789 16.55328 13.85477 -0.2450 -0.7736 -0.3169
H 8.57991 15.80053 12.91401 -0.6163 0.1516 -0.3874
C 13.39680 12.26172 19.99256 0.2147 0.7076 -0.1603
O 12.68842 12.06418 18.76738 0.5103 0.9908 0.6855
H 13.47910 13.34048 20.03546 -0.2285 0.3292 0.6122
H 12.84926 11.86233 20.87719 0.5238 0.1826 -0.5929
H 14.47352 11.96828 19.96507 -0.8378 -0.5471 -0.0826
H 12.61709 11.12844 18.62014 0.1493 -1.3323 -0.3973
C 14.73431 8.28824 11.16386 0.1440 -0.5752 -0.1651
O 14.65198 8.09259 9.74158 -0.0368 0.7486 0.8664
H 15.27107 9.18640 11.48819 0.0791 0.1590 -0.4255
H 13.73192 8.37074 11.63523 0.4092 -0.3541 -0.2178
H 15.32854 7.43670 11.55733 -0.6884 0.3712 -0.0620
H 14.20310 8.88919 9.38714 0.0384 -0.3634 0.0672
C 13.68715 8.52775 18.73917 -0.2901 0.1898 0.7893
O 12.86587 9.54711 18.16661 -1.0861 -1.2365 -0.3571
H 14.31352 8.94932 19.52832 -0.2292 0.2349 -0.0069
H 13.08869 7.72674 19.18673 0.0642 0.1151 -0.1206
H 14.35288 8.12282 18.01409 0.4369 -0.4807 -0.8098
H 12.09078 9.08345 17.74808 0.9312 0.6763 0.2575
C 9.48502 11.84957 19.71913 -0.3395 -0.4296 -1.1734
O 10.02309 12.34638 18.49050 -0.3923 0.1823 -0.0578
H 9.55646 10.74102 19.74597 0.1795 0.5612 0.3125
H 9.88907 12.33123 20.60264 0.3093 -0.0412 0.1375
H 8.42730 12.08855 19.64675 -0.1605 -0.0529 0.2548
H 10.99113 12.36669 18.49968 0.2009 -0.1388 0.4239
C 9.21799 8.69375 16.04646 -0.2228 0.2117 0.1053
O 10.20867 7.91191 16.69404 -0.1571 -0.4829 0.7064
H 9.70962 9.31568 15.31780 0.2029 0.2684 -0.3143
H 8.47695 8.07333 15.53800 -0.0308 -0.0343 -0.0031
H 8.73829 9.32937 16.78744 -0.2878 0.2085 -0.1570
H 9.72076 7.49443 17.42067 0.5168 -0.1293 -0.1928
C 8.19563 14.93495 17.86377 -0.5819 0.3070 -1.0822
Cl 6.75027 15.82352 18.33692 -0.0651 0.3218 0.3795
Cl 8.83256 15.62331 16.31754 -0.0149 -0.4102 0.1634
H 9.00586 15.06006 18.55191 0.0475 -0.1834 0.5413
H 7.82540 13.92880 17.69727 0.6832 -0.1716 -0.0488
C 16.09105 10.59854 16.08681 -0.0310 0.3784 -0.4102
Cl 14.93434 11.47495 15.02509 0.3474 -0.2017 0.2868
Cl 16.40049 8.95340 15.57928 0.0445 -0.2747 -0.2548
H 17.02489 11.15391 16.05782 -0.1408 -0.0600 0.0881
H 15.66804 10.53896 17.07097 -0.2040 0.2417 0.3357
C 16.09707 14.57857 12.81538 0.3040 0.1624 0.4396
Cl 14.53814 14.01503 12.27660 -0.7516 0.1084 -0.2500
Cl 16.30366 16.36766 12.83670 -0.0224 -0.7743 -0.5551
H 16.23313 14.32672 13.85003 -0.1265 -0.3814 0.3314
H 16.77668 13.99506 12.20204 0.5280 0.8193 -0.0788
C 7.44357 13.32821 11.93300 0.3168 -0.1051 -1.5616
Cl 6.29441 14.41647 12.65706 -0.2849 0.4112 0.3587
Cl 6.80430 11.66350 11.86946 0.2960 0.2755 -0.0074
H 7.67857 13.68134 10.90564 -0.4487 -0.4192 0.6216
H 8.37506 13.35135 12.46358 0.2523 -0.2676 0.5899
C 12.08784 7.24917 14.15471 0.4197 0.3268 -0.7211
Cl 12.76778 5.71402 14.68676 0.1104 0.0385 0.1333
Cl 12.70156 8.66149 15.04521 0.2659 -0.2019 -0.0934
H 12.34707 7.39153 13.09012 -0.2366 -0.1008 0.7074
H 11.03175 7.23049 14.32748 -0.4311 -0.1134 -0.0400
C 8.95450 6.52079 11.07804 -0.4775 0.5717 -0.5247
Cl 9.77244 7.96828 11.67885 0.0404 0.1727 0.0347
Cl 8.12301 5.65667 12.37797 0.0877 -0.0428 -0.1766
H 8.21678 6.86943 10.33100 0.3692 -0.3961 0.5468
H 9.70697 5.89896 10.61319 -0.0459 -0.2459 0.1012
C 12.63179 14.49434 16.83859 -0.2246 0.3665 -0.0802
Cl 12.95730 15.82848 17.95321 -0.1412 0.3423 -0.0386
Cl 12.93250 14.90436 15.12796 0.2087 0.0212 0.4737
H 13.29860 13.73108 17.18317 0.0863 -0.6242 -0.3779
H 11.58457 14.21929 16.91014 0.0682 -0.0425 0.0819
C 11.67513 11.88788 13.80570 0.5208 -0.3819 -0.3356
Cl 11.10838 11.14324 12.29247 0.0335 0.2060 0.0608
Cl 10.35588 12.39517 14.83362 -0.4109 0.0627 0.3441
H 12.26604 11.12154 14.31019 -0.1782 0.3351 -0.0070
H 12.25812 12.77992 13.58873 0.0082 -0.2162 -0.1402
```
Forces are in eV/Å.

Summary:
E_HOMO = -9.57 eV
orbital gap = 9.786 eV
DFT total energy = -240404.86481 eV
LUMO energy = 0.22 eV

(2)
DFT (ωB97M-V with the def2-TZVPD basis set) results for 2 unconnected molecules or ions with the total composition C3H4NO4S.

Structure (XYZ):
```
13
Properties=species:S:1:pos:R:3:forces:R:3
C -0.29044 1.27371 -0.81224 -0.6650 -0.3494 0.9389
C -0.56032 0.42250 0.45848 2.6682 -3.3814 0.1378
C 0.89730 -1.10612 0.57637 -2.8454 3.2294 -0.9893
N -1.82655 0.02556 0.92411 -0.9684 -1.2288 -0.5545
O -1.29055 1.84267 -1.24109 -0.3545 0.4262 -0.3783
O 0.87667 1.22759 -1.23918 0.8001 0.0336 -0.3539
O -0.96522 0.91345 1.66721 0.4350 1.3685 0.7416
O 2.07088 -0.43955 0.46007 0.7123 0.1016 0.0157
S 0.46329 -2.17040 -0.81424 -0.0049 -0.5822 0.1955
H 0.78360 -1.63936 1.50934 -0.0796 -0.0042 0.1916
H -2.55648 0.59516 0.47581 0.5013 0.3162 0.0057
H 1.92145 0.24072 -0.25602 -0.2036 -0.1791 0.2612
H 0.47637 -1.18594 -1.70861 0.0043 0.2497 -0.2120
```
Forces are in eV/Å.

Summary:
E_HOMO = -4.18 eV
orbital gap = 7.534 eV
total charge = -1
DFT total energy = -23689.27756 eV
LUMO energy = 3.36 eV